A) Density functional theory data (ωB97M-V/def2-TZVPD) for a gas-phase ion, C5H12N (charge +1).

For the molar mass, the calculation gives 86.16 g/mol. As for the total charge: +1. The spin multiplicity is 3. As for the expectation value of S²: 2.0072. The calculation puts the highest occupied orbital energy (alpha / beta) at -0.3312 / -0.5635 hartree.

Last column: natural (NBO) charge in e.
Cartesian coordinates (Å):
C: 0.46160 -0.22081 0.45314  -0.048
C: 0.69932 0.50206 -0.67628  -0.032
C: 1.87503 1.37083 -1.09566  -0.657
C: -0.39792 0.68381 -1.65909  -0.662
C: -0.99316 -1.11022 0.78597  -0.289
N: -1.06584 -1.21838 2.21393  -0.653
H: 1.11393 -0.44690 1.24065  0.152
H: 2.07743 0.81998 -2.10309  0.250
H: 1.41308 2.35713 -1.23822  0.235
H: 2.85839 1.46940 -0.48826  0.242
H: -1.40119 0.88202 -1.19934  0.204
H: -0.60806 -0.20994 -2.27530  0.230
H: -0.20727 1.44399 -2.33972  0.237
H: -1.78996 -0.55523 0.45444  0.227
H: -0.87754 -1.98779 0.26779  0.236
H: -0.11162 -1.02029 2.52884  0.447
H: -1.40267 -2.17868 2.53854  0.451
H: -1.64356 -0.58096 2.59165  0.431



B) Density functional theory data (ωB97M-V/def2-TZVPD) for 2 unconnected molecules or ions with the total composition C5H12N.

For the molar mass, the calculation gives 86.16 g/mol. As for the total charge: +1. The spin multiplicity is 3. As for the expectation value of S²: 2.0154. The calculation puts the highest occupied orbital energy (alpha / beta) at -0.3849 / -0.5222 hartree.

Last column: natural (NBO) charge in e.
Cartesian coordinates (Å):
C: 2.50769 0.36766 -0.18077  -0.513
C: 1.68274 -0.60063 0.05900  -0.112
C: -1.14546 -1.26859 -0.59293  -0.724
C: -0.85708 0.20042 1.48027  -0.723
C: -0.51641 -0.07440 0.05093  0.349
N: -0.60294 1.13947 -0.80693  -0.738
H: 3.57688 0.19054 -0.20103  0.251
H: 2.23203 1.39545 -0.36112  0.185
H: 1.75155 -1.64259 0.26267  0.202
H: -0.95182 -2.15165 0.01006  0.263
H: -0.74418 -1.44973 -1.58874  0.235
H: -2.23061 -1.16123 -0.66880  0.246
H: -0.48341 -0.60549 2.10623  0.267
H: -1.93906 0.24963 1.62939  0.247
H: -0.41154 1.12745 1.83505  0.233
H: -0.36659 0.89633 -1.77657  0.449
H: 0.05446 1.85536 -0.46716  0.448
H: -1.55627 1.53201 -0.78955  0.436



Result of the stability comparison: A) is the least stable of them.



A) Density functional theory data (ωB97M-V/def2-TZVPD) for C14H23NO3 in the gas phase.

For the molar mass, the calculation gives 253.34 g/mol. The structure (SMILES) is C=CCNC(=O)[C@H](C(=O)OCC)C1CCCCC1. As for the total charge: 0. The spin multiplicity is 1. The calculation puts the highest occupied orbital energy at -0.3061 hartree.

Last column: natural (NBO) charge in e.
Cartesian coordinates (Å):
C: -1.33491 -1.37067 -3.42495  -0.437
C: -2.18833 -0.29373 -3.17995  -0.172
C: -2.02454 0.66434 -2.03272  -0.271
N: -1.14062 0.34479 -1.14697  -0.596
C: -0.18047 1.03425 -1.04610  0.662
O: 0.29710 2.04337 -1.78035  -0.710
C: 1.05433 0.63430 -0.12820  -0.313
C: 1.35554 -1.02499 0.07288  0.810
O: 2.44690 -1.39706 0.45977  -0.660
O: 0.47242 -1.73201 -0.43539  -0.572
C: 1.00591 -3.30905 -0.43368  0.034
C: 1.75275 -3.67817 -1.65622  -0.620
C: 0.51692 0.82671 1.64895  -0.165
C: -0.64767 0.14468 1.86200  -0.420
C: -1.18579 0.38431 3.34404  -0.401
C: -1.13764 1.92143 3.41251  -0.428
C: 0.03957 2.67959 3.10572  -0.395
C: 0.45298 2.40025 1.54746  -0.362
H: -1.36723 -2.23651 -4.30939  0.215
H: -0.52378 -1.47222 -2.78009  0.172
H: -2.92463 -0.21744 -4.00350  0.216
H: -1.85643 1.50943 -2.56424  0.268
H: -2.82307 0.92719 -1.83857  0.192
H: -1.03794 -0.66259 -0.61670  0.471
H: 1.95451 1.15240 -0.16662  0.237
H: -0.01696 -3.64412 -0.66112  0.186
H: 1.29049 -3.27516 0.39764  0.159
H: 1.08432 -3.16462 -2.62293  0.229
H: 2.78909 -2.99189 -1.51302  0.242
H: 1.85100 -4.63884 -1.63434  0.208
H: 1.26966 0.58723 2.11500  0.185
H: -0.59633 -0.94864 1.83615  0.217
H: -1.69706 0.48532 1.19391  0.198
H: -1.98872 -0.16451 3.72686  0.221
H: -0.41612 0.05784 4.01257  0.185
H: -1.48921 2.23124 4.43671  0.215
H: -2.14785 2.35905 2.88945  0.189
H: -0.36624 3.90923 3.08159  0.206
H: 0.83384 2.36501 3.84878  0.207
H: -0.59355 2.45076 1.12847  0.206
H: 1.18904 2.93700 1.41915  0.193



B) Density functional theory data (ωB97M-V/def2-TZVPD) for C14H23NO3 in the gas phase.

For the molar mass, the calculation gives 253.34 g/mol. The structure (SMILES) is C=CCNC(=O)[C@H](C(=O)OCC)C1CCCCC1. As for the total charge: 0. The spin multiplicity is 1. The calculation puts the highest occupied orbital energy at -0.3532 hartree.

Last column: natural (NBO) charge in e.
Cartesian coordinates (Å):
C: 2.08693 3.52035 2.78251  -0.394
C: 0.92050 2.96489 2.51451  -0.181
C: 0.26629 2.98142 1.16577  -0.270
N: 0.02247 1.63338 0.69227  -0.625
C: -1.20501 1.07748 0.69585  0.697
O: -2.21931 1.68550 0.95247  -0.615
C: -1.22196 -0.40954 0.30008  -0.408
C: -0.39994 -1.18999 1.30025  0.819
O: -0.85463 -1.89460 2.15970  -0.581
O: 0.92047 -0.98649 1.13000  -0.544
C: 1.79919 -1.59807 2.07775  -0.075
C: 1.94166 -0.74080 3.32676  -0.639
C: -0.74128 -0.61647 -1.14729  -0.197
C: -1.58056 0.21694 -2.11667  -0.394
C: -1.11523 0.00125 -3.55389  -0.395
C: -1.19934 -1.47484 -3.92861  -0.396
C: -0.36599 -2.31286 -2.96460  -0.393
C: -0.83232 -2.09596 -1.52783  -0.401
H: 2.52323 3.48655 3.76619  0.202
H: 2.64782 4.05075 2.02989  0.190
H: 0.36648 2.43639 3.27890  0.203
H: -0.71328 3.46582 1.23064  0.246
H: 0.88872 3.51439 0.44051  0.196
H: 0.82537 1.03202 0.58194  0.414
H: -2.25887 -0.74546 0.39672  0.255
H: 2.75284 -1.70195 1.55582  0.189
H: 1.40536 -2.58549 2.33735  0.204
H: 2.29376 0.25594 3.06835  0.214
H: 0.98049 -0.65724 3.82829  0.224
H: 2.65173 -1.20344 4.00588  0.219
H: 0.30482 -0.30152 -1.22391  0.205
H: -1.50911 1.27507 -1.85806  0.215
H: -2.62875 -0.07482 -2.02533  0.201
H: -1.73151 0.59408 -4.23226  0.210
H: -0.08225 0.34273 -3.65658  0.192
H: -0.84576 -1.62130 -4.95118  0.208
H: -2.24068 -1.80072 -3.88404  0.194
H: -0.44769 -3.37066 -3.22203  0.209
H: 0.68538 -2.02802 -3.05185  0.193
H: -1.86726 -2.43031 -1.42752  0.201
H: -0.22280 -2.69438 -0.84676  0.208



Result of the stability comparison: A) is the least stable of them.



A) Density functional theory data (ωB97M-V/def2-TZVPD) for C3H3NOS in the gas phase.

For the molar mass, the calculation gives 101.13 g/mol. As for the total charge: 0. The spin multiplicity is 1. The calculation puts the highest occupied orbital energy at -0.3270 hartree.

Last column: natural (NBO) charge in e.
Cartesian coordinates (Å):
C: 2.06235 0.61029 -0.07215  0.123
C: 1.78680 -0.69538 -0.11119  -0.362
C: -1.13628 -0.50537 0.05202  -0.218
N: 2.37352 1.72522 -0.11448  -0.265
O: -1.17546 0.73642 0.61205  -0.686
S: 0.41567 -1.53471 -0.17329  0.536
H: -1.64883 -1.24772 0.68425  0.197
H: -1.66324 -0.55549 -0.99316  0.184
H: -1.01455 1.46675 0.11596  0.492



B) Density functional theory data (ωB97M-V/def2-TZVPD) for C3H3NOS in the gas phase.

For the molar mass, the calculation gives 101.13 g/mol. As for the total charge: 0. The spin multiplicity is 1. The calculation puts the highest occupied orbital energy (alpha / beta) at -0.3452 / -0.2824 hartree.

Last column: natural (NBO) charge in e.
Cartesian coordinates (Å):
C: 1.17034 -1.03681 -0.10322  -0.250
C: 2.49429 -0.63649 -0.07961  0.716
C: -0.21514 0.89194 0.09699  -0.444
N: 0.01516 -0.48555 -0.12724  -0.346
O: 3.63611 -0.64582 -0.05092  -0.380
S: 1.08104 2.17025 0.07356  -0.070
H: 1.03628 -2.05742 0.03665  0.252
H: -0.89255 1.12177 -0.84654  0.274
H: -0.84373 1.07832 0.89998  0.249



C) Density functional theory data (ωB97M-V/def2-TZVPD) for C3H3NOS in the gas phase.

For the molar mass, the calculation gives 101.13 g/mol. The structure (SMILES) is CSC(=O)C#N. As for the total charge: 0. The spin multiplicity is 1. The calculation puts the highest occupied orbital energy (alpha / beta) at -0.3667 / -0.3664 hartree.

Last column: natural (NBO) charge in e.
Cartesian coordinates (Å):
C: -0.70923 -1.29048 -0.70372  -0.754
S: -0.62981 0.53539 -0.73120  0.539
C: 0.41189 0.81442 0.50540  0.048
O: 1.10493 -0.52810 1.37726  -0.607
C: 0.80731 2.12759 0.79163  0.168
N: 1.08727 3.21701 0.88419  -0.187
H: -1.23619 -1.58610 0.16038  0.247
H: 0.45489 -1.69959 -0.60975  0.303
H: -1.29107 -1.59014 -1.67419  0.243



Result of the stability comparison: C) is the least stable of them.